{"formula": "C56H50GeO5PS3Zr", "method": "ωB97M-V with the def2-TZVPD basis set", "total_charge": 1, "fmax_ev_per_a": 2.5, "homo_lumo_gap_ev": 6.45, "e_homo_ha": -0.340, "symbols": ["Zr", "C", "C", "C", "C", "C", "C", "C", "S", "O", "C", "C", "C", "C", "C", "C", "C", "C", "C", "C", "C", "C", "C", "C", "C", "C", "C", "C", "C", "C", "S", "O", "C", "C", "C", "C", "C", "C", "C", "H", "H", "H", "H", "H", "H", "H", "H", "H", "H", "H", "H", "H", "H", "H", "H", "H", "H", "H", "H", "H", "H", "H", "H", "H", "H", "O", "S", "O", "O", "C", "C", "C", "C", "C", "C", "P", "C", "C", "C", "C", "C", "C", "C", "C", "C", "C", "C", "C", "H", "H", "H", "H", "H", "H", "H", "H", "H", "H", "H", "H", "H", "H", "C", "Ge", "C", "C", "C", "H", "H", "H", "H", "H", "H", "H", "H", "H", "H"], "xyz": [[1.4834, 1.4695, -1.3070], [-6.6317, 3.9165, 0.7040], [-5.1996, 3.5420, 0.4583], [-4.7693, 3.1403, -0.8068], [-3.4564, 2.7687, -1.0344], [-2.5583, 2.8061, 0.0215], [-2.9505, 3.2503, 1.2799], [-4.2671, 3.6129, 1.4918], [-0.9106, 2.1323, -0.0204], [-0.2035, 2.6079, -1.3193], [-1.3455, 0.4404, -0.4676], [-1.6104, 0.1550, -1.9146], [-2.3252, -1.8728, -1.9737], [-2.3523, -2.4559, -0.5916], [-2.8991, -3.7273, -0.4537], [-2.9036, -4.3960, 0.7584], [-2.3241, -3.7954, 1.8631], [-1.8359, -2.5068, 1.7596], [-1.8753, -1.7939, 0.5552], [-1.4762, -0.3728, 0.5990], [-1.3360, 0.2517, 1.9603], [-2.5542, 0.3683, 2.7195], [-3.8200, 0.0296, 2.1863], [-4.9636, 0.1743, 2.9244], [-4.9065, 0.6648, 4.2400], [-3.6992, 1.0142, 4.7805], [-2.5051, 0.8825, 4.0375], [-1.2585, 1.3045, 4.5686], [-0.1442, 1.2690, 3.7904], [-0.1394, 0.7164, 2.4853], [1.4447, 1.5606, 1.5291], [1.2224, 0.5095, 0.3169], [2.6962, 0.6822, 2.4659], [3.8402, 1.3412, 2.8811], [4.7417, 0.6887, 3.7085], [4.5131, -0.6161, 4.1328], [5.4672, -1.3163, 5.0592], [3.3630, -1.2690, 3.6897], [2.4575, -0.6312, 2.8610], [-7.2656, 3.6309, -0.1333], [-6.7184, 4.9958, 0.8436], [-7.0069, 3.4376, 1.6087], [-5.4775, 3.1124, -1.6260], [-3.1352, 2.4629, -2.0238], [-2.2258, 3.2944, 2.0859], [-4.5786, 3.9459, 2.4742], [-1.4267, 1.0249, -2.5440], [-2.7173, -2.5944, -2.6891], [-3.3205, -4.2108, -1.3279], [-3.3320, -5.3873, 0.8300], [-2.2798, -4.3143, 2.8116], [-1.4316, -2.0249, 2.6401], [-3.8860, -0.3439, 1.1720], [-5.9214, -0.0911, 2.4940], [-5.8141, 0.7552, 4.8227], [-3.6395, 1.4037, 5.7900], [-1.2234, 1.6865, 5.5823], [0.7985, 1.6661, 4.1635], [4.0126, 2.3629, 2.5638], [5.6287, 1.2101, 4.0465], [6.3211, -0.6861, 5.3004], [5.8394, -2.2378, 4.6089], [4.9627, -1.5888, 5.9872], [3.1625, -2.2815, 4.0214], [1.5593, -1.1286, 2.5268], [3.6873, 1.1663, -4.1052], [2.7963, 0.4111, -3.2950], [1.3760, 0.9043, -3.3084], [3.1482, 0.4349, -1.8315], [2.7363, -1.2634, -3.7962], [3.6002, -1.6811, -4.7952], [3.5239, -2.9908, -5.2326], [2.5873, -3.8428, -4.6654], [1.7386, -3.4067, -3.6582], [1.7888, -2.0953, -3.1942], [0.7942, -1.4097, -1.7687], [0.9459, -2.8971, -0.7153], [1.9185, -2.7651, 0.2769], [2.2424, -3.8344, 1.0966], [1.5947, -5.0485, 0.9340], [0.6432, -5.1936, -0.0656], [0.3220, -4.1269, -0.8888], [-0.9835, -1.1815, -2.4684], [-0.9473, -1.1598, -3.9812], [-1.9100, -0.7721, -4.8240], [-3.2465, -0.2862, -4.5120], [-3.7566, -0.1664, -3.2875], [-3.0241, -0.4872, -2.0281], [4.3076, -0.9748, -5.2099], [4.1838, -3.3411, -6.0138], [2.5205, -4.8674, -5.0073], [1.0296, -4.0996, -3.2344], [2.4227, -1.8136, 0.3954], [3.0036, -3.7190, 1.8573], [1.8315, -5.8819, 1.5825], [0.1433, -6.1432, -0.2073], [-0.4219, -4.2637, -1.6607], [-0.0431, -1.5198, -4.4444], [-1.6799, -0.8359, -5.8815], [-3.8641, -0.0237, -5.3623], [-4.7705, 0.2003, -3.1752], [-3.6659, -0.2866, -1.1716], [4.3598, 5.0066, -0.3823], [3.7808, 3.1853, -0.9401], [5.4782, 2.3052, -1.4421], [2.6184, 3.7069, -2.5312], [2.3903, 2.6896, 0.3692], [4.9044, 5.4947, -1.1920], [5.0154, 4.9571, 0.4877], [3.5005, 5.6251, -0.1212], [5.8300, 2.8008, -2.3471], [5.3861, 1.2421, -1.6341], [6.2063, 2.4740, -0.6499], [3.1780, 4.2998, -3.2501], [1.7973, 4.3173, -2.1502], [2.2028, 2.8720, -3.0924], [1.8858, 3.6398, 0.5552]]}

=====

{"formula": "C36H101N7O11", "method": "ωB97M-V with the def2-TZVPD basis set", "total_charge": 0, "fmax_ev_per_a": 1.7, "homo_lumo_gap_ev": 9.26, "relative_energy_kj_mol": 89.0, "e_homo_ha": -0.328, "smiles": "COC[C@H](C)N.COC[C@H](C)N.COC[C@H](C)N.COC[C@H](C)N.COC[C@H](C)N.COC[C@H](C)N.COC[C@H](C)N.CCO.CCO.CCO.CCO", "symbols": ["C", "C", "C", "O", "C", "N", "H", "H", "H", "H", "H", "H", "H", "H", "H", "H", "H", "C", "C", "C", "O", "C", "N", "H", "H", "H", "H", "H", "H", "H", "H", "H", "H", "H", "C", "C", "C", "O", "C", "N", "H", "H", "H", "H", "H", "H", "H", "H", "H", "H", "H", "C", "C", "C", "O", "C", "N", "H", "H", "H", "H", "H", "H", "H", "H", "H", "H", "H", "C", "C", "C", "O", "C", "N", "H", "H", "H", "H", "H", "H", "H", "H", "H", "H", "H", "C", "C", "C", "O", "C", "N", "H", "H", "H", "H", "H", "H", "H", "H", "H", "H", "H", "C", "C", "C", "O", "C", "N", "H", "H", "H", "H", "H", "H", "H", "H", "H", "H", "H", "C", "C", "O", "H", "H", "H", "H", "H", "H", "C", "C", "O", "H", "H", "H", "H", "H", "H", "C", "C", "O", "H", "H", "H", "H", "H", "H", "C", "C", "O", "H", "H", "H", "H", "H", "H"], "xyz": [[-2.6260, 0.2440, 2.7285], [-3.6607, 0.7094, 1.7236], [-3.0556, 0.8543, 0.3282], [-4.0116, 1.3478, -0.5896], [-4.0636, 2.7724, -0.6074], [-4.7733, -0.2514, 1.6576], [-2.0689, -0.6487, 2.4289], [-3.1509, 0.0189, 3.6631], [-1.8874, 0.9875, 3.0354], [-4.0163, 1.6893, 2.0522], [-2.7936, -0.1551, -0.0117], [-2.1251, 1.4394, 0.2780], [-3.1337, 3.1460, -1.0546], [-4.1406, 3.1965, 0.3962], [-4.8989, 3.0484, -1.2436], [-4.3969, -1.1494, 1.3462], [-5.2337, 0.0446, 0.7910], [-1.4960, 4.0042, 2.8717], [-0.5054, 5.0667, 3.2818], [0.6776, 5.2292, 2.3350], [1.8426, 4.5868, 2.8050], [1.9512, 3.2393, 2.4035], [-1.2541, 6.3375, 3.3418], [-2.0048, 4.2086, 1.9277], [-2.2576, 3.8238, 3.6348], [-1.0143, 3.0333, 2.7030], [-0.0571, 4.7603, 4.2342], [0.8969, 6.2998, 2.2513], [0.5003, 4.9391, 1.2883], [2.9162, 2.8402, 2.7167], [1.9790, 3.1614, 1.3079], [1.1438, 2.6538, 2.8464], [-0.6216, 7.1323, 3.3483], [-1.7110, 6.3893, 4.2486], [4.7955, -1.5906, 6.7306], [4.1125, -0.3248, 7.2615], [2.8908, 0.0479, 6.4662], [3.2470, 0.3843, 5.1505], [2.3894, -0.1687, 4.1661], [3.8227, -0.4427, 8.6937], [4.2156, -2.4568, 7.0782], [5.8329, -1.6605, 7.0462], [4.7265, -1.6706, 5.6429], [4.8423, 0.4780, 7.0904], [2.4313, 0.9326, 6.9362], [2.1108, -0.7208, 6.5692], [2.3355, -1.2603, 4.2504], [2.7898, 0.1438, 3.2068], [1.3681, 0.2204, 4.2578], [4.2066, -1.3070, 9.0601], [4.3512, 0.2639, 9.1928], [-0.8351, -4.6254, -0.2498], [-0.7014, -4.5667, 1.2636], [0.6036, -3.9205, 1.7011], [1.7900, -4.4388, 1.1347], [1.9873, -5.8140, 1.3407], [-1.8040, -3.7598, 1.8204], [-0.0500, -5.2188, -0.7160], [-0.7630, -3.6089, -0.6451], [-1.8188, -5.0150, -0.5146], [-0.7640, -5.5786, 1.6851], [0.6801, -4.0127, 2.8002], [0.5358, -2.8485, 1.5102], [1.1275, -6.4185, 1.0392], [2.2107, -6.0433, 2.3891], [2.8086, -6.1334, 0.7011], [-2.6660, -4.2859, 1.7478], [-1.6561, -3.5714, 2.8055], [-3.5594, -2.6624, -2.4831], [-4.6177, -3.7248, -2.4325], [-5.1175, -4.0097, -1.0169], [-5.5713, -2.8250, -0.4173], [-6.6239, -2.9832, 0.5265], [-5.7219, -3.3187, -3.3161], [-2.6597, -2.8122, -1.8952], [-3.9915, -1.6780, -2.2659], [-3.2830, -2.4988, -3.5336], [-4.2275, -4.6870, -2.7827], [-4.3072, -4.4307, -0.3942], [-5.8549, -4.8244, -1.0627], [-7.5923, -2.9798, 0.0097], [-6.5402, -2.1579, 1.2261], [-6.5939, -3.9563, 1.0289], [-6.5361, -3.9005, -3.1343], [-6.0346, -2.4049, -2.9902], [2.5696, 0.6689, -0.9138], [1.1417, 0.5904, -0.3511], [0.1843, 0.0039, -1.3546], [-0.0555, 0.9993, -2.3208], [-0.9048, 0.6428, -3.3843], [1.1363, -0.0692, 0.9652], [2.7681, -0.2439, -1.4820], [3.2719, 0.7307, -0.0848], [2.6524, 1.5215, -1.5838], [0.8476, 1.6362, -0.1938], [-0.7924, -0.2504, -0.9095], [0.5854, -0.9276, -1.7894], [-0.4506, -0.1343, -4.0221], [-1.0396, 1.5311, -3.9930], [-1.8449, 0.1996, -3.0261], [2.0209, -0.5668, 1.0623], [0.3855, -0.7489, 1.0154], [-5.1823, 0.3122, -6.0590], [-4.3485, 1.0280, -5.0071], [-4.1766, 2.4977, -5.3105], [-3.5479, 3.1154, -4.1913], [-3.2548, 4.4685, -4.4242], [-5.0381, 0.9063, -3.7147], [-5.3367, -0.7090, -5.6991], [-4.6305, 0.2605, -6.9997], [-6.1754, 0.7417, -6.1738], [-3.3569, 0.5568, -4.9565], [-5.1351, 2.9647, -5.5568], [-3.4497, 2.5952, -6.1309], [-2.8529, 4.8880, -3.5044], [-4.1272, 5.0563, -4.7342], [-2.5011, 4.5732, -5.2190], [-4.5932, 1.5668, -3.0874], [-4.9568, -0.0145, -3.3065], [6.0441, 1.7656, -0.8074], [7.2490, 2.2044, 0.0171], [7.2723, 3.6087, 0.2058], [6.2118, 0.7491, -1.1643], [5.9554, 2.4634, -1.6415], [5.1051, 1.8272, -0.2570], [8.1505, 1.9179, -0.5298], [7.3042, 1.6625, 0.9672], [6.9044, 3.8484, 1.0597], [3.7592, 4.1706, -2.9801], [3.5261, 3.0837, -3.9949], [3.4808, 3.6734, -5.2966], [3.6961, 3.7975, -1.9577], [3.1046, 5.0352, -3.0977], [4.7656, 4.5870, -3.0938], [2.5857, 2.5681, -3.7759], [4.3534, 2.3694, -3.9271], [3.1769, 2.9991, -5.9087], [5.3707, -0.9691, 1.7990], [4.5818, -2.2537, 1.8643], [3.3925, -2.0629, 1.1306], [4.9861, -0.1884, 2.4643], [5.2739, -0.6080, 0.7734], [6.4306, -1.0467, 2.0373], [4.4118, -2.6630, 2.8654], [5.2252, -2.9973, 1.3620], [2.9085, -2.8921, 1.0271], [0.5948, -3.3702, -4.1233], [2.0162, -2.9783, -4.4935], [1.9333, -1.8541, -5.3583], [0.4873, -4.3856, -3.7335], [-0.0729, -3.3741, -4.9950], [0.1290, -2.6144, -3.4901], [2.5601, -3.8454, -4.8799], [2.5422, -2.6395, -3.6014], [1.5016, -2.1324, -6.1715]]}